(1)
86
Properties=species:S:1:pos:R:3:forces:R:3:lowdin_spin:R:1 method="wB97M-V/def2-TZVPD" fmax_ev_per_a=2.2 orbital_gap_ev="7.03 / 7.05" spin_multiplicity=3 charge=-1 e_above_lowest_kcal_mol=122.72
V 0.366174 -0.202942 -0.352285 0.1 -0.2 0.6 1.89
C -2.215905 -4.754303 -0.028738 0.0 -0.1 0.1 0.00
O -1.561229 -3.578758 -0.433254 0.1 0.0 -0.1 0.00
C -2.343890 -2.500941 -0.642439 0.1 0.2 -0.1 0.00
C -3.661697 -2.416246 -0.438492 -0.3 -0.1 -0.2 0.00
C -4.361751 -1.128430 -0.724622 0.1 -0.1 0.0 0.00
C -3.650060 0.903891 -1.269777 0.0 0.1 0.0 0.00
C -2.148548 0.730334 -1.555500 -0.1 -0.1 -0.2 0.01
C -1.117085 1.622333 -2.102389 0.1 -0.1 -0.1 0.03
N 0.095314 1.205385 -1.956807 -0.4 0.2 -0.6 -0.01
N 1.027394 1.875779 -2.654735 0.3 0.8 -0.3 0.00
C 2.142687 1.216449 -2.995020 -0.6 -0.2 0.3 0.00
O 2.329234 -0.006169 -2.979048 0.2 -0.2 0.2 0.00
C 3.245682 2.127975 -3.464423 0.1 0.1 -0.1 0.00
C 3.026133 3.470727 -3.761623 0.0 0.0 0.0 0.00
C 4.074820 4.276596 -4.177705 0.0 0.0 0.0 0.00
C 5.355984 3.753094 -4.292582 0.0 0.0 0.0 0.00
C 5.580935 2.416613 -3.993658 0.0 0.0 0.0 0.00
C 4.530157 1.609105 -3.584360 0.0 0.0 0.0 0.00
C -1.600553 -1.332247 -1.270451 -1.0 -0.8 -0.7 0.00
O -0.341251 -1.558741 -1.640913 0.2 0.0 0.2 0.02
H -1.450090 -5.523735 0.042238 0.0 0.0 0.0 0.00
H -2.968410 -5.060260 -0.764382 0.0 0.0 0.0 0.00
H -2.699310 -4.632497 0.946532 0.0 0.0 0.0 0.00
H -4.242380 -3.251895 -0.063898 0.1 0.0 0.0 0.00
H -5.443068 -1.246082 -0.640870 0.0 0.1 0.0 0.00
H -4.149979 1.854576 -1.437350 0.0 0.0 0.0 0.00
H -1.347876 2.412425 -2.811780 0.1 0.0 0.0 0.00
H 2.023969 3.861092 -3.660505 0.0 0.0 0.0 0.00
H 3.896193 5.319676 -4.412121 0.0 0.0 0.0 0.00
H 6.174994 4.384455 -4.617400 0.0 0.0 0.0 0.00
H 6.580102 2.005781 -4.081555 0.0 0.0 0.0 0.00
H 4.686173 0.563077 -3.351145 -0.1 0.0 0.0 0.00
C -0.081643 -3.089330 3.066515 0.0 0.0 0.0 0.00
C 0.567083 -2.587745 1.936220 -0.1 -0.1 0.2 0.00
N -0.092266 -1.547772 1.436551 0.0 0.3 -0.1 0.00
N -1.168215 -1.356882 2.233758 -0.1 -0.3 0.2 0.00
C -1.183520 -2.273183 3.215821 0.1 0.2 -0.1 0.00
B -2.154637 -0.142765 2.093810 0.3 0.2 -0.2 0.00
N -1.393935 1.074078 2.688918 -0.2 0.1 0.2 0.00
C -1.863089 2.207908 3.253755 0.1 0.1 -0.1 0.00
C -0.784029 2.924221 3.725398 -0.1 0.1 0.0 0.00
C 0.324500 2.133881 3.394894 0.0 0.0 -0.2 0.00
N -0.049663 1.035786 2.759570 0.3 -0.2 0.2 0.00
N -2.554365 0.000165 0.650677 -0.1 0.3 0.0 0.00
C -3.851888 0.138896 0.074716 0.0 0.1 0.0 0.00
C -3.950273 -0.414923 -2.036681 -0.2 -0.1 -0.1 0.00
C -2.453812 -0.583279 -2.341105 0.2 0.1 0.2 0.00
N -1.601753 -0.036720 -0.386792 -1.8 0.0 0.4 0.01
N -3.426084 -0.466435 2.903562 -0.2 -0.3 -0.1 0.00
C -4.237036 -1.518928 2.642615 -0.1 -0.1 0.0 0.00
C -5.284733 -1.484878 3.532459 0.0 0.0 0.0 0.00
C -5.023208 -0.345643 4.314227 0.0 0.0 -0.1 0.00
N -3.908417 0.254603 3.931245 0.0 0.2 0.2 0.00
H 0.207708 -3.921337 3.684915 0.0 0.0 0.0 0.00
H 1.465733 -2.959696 1.478400 0.0 0.1 0.0 0.00
H -1.967211 -2.280283 3.953656 0.0 0.1 0.0 0.00
H -2.915888 2.408389 3.303508 -0.1 0.0 0.0 0.00
H -0.794908 3.869937 4.241236 0.0 0.0 0.0 0.00
H 1.369958 2.330446 3.569348 0.1 0.0 -0.1 0.00
H -4.559233 0.547666 0.793462 0.0 0.0 0.0 0.00
H -4.633223 -0.469083 -2.882160 0.0 0.0 0.0 0.00
H -2.136339 -0.730459 -3.368425 0.1 0.0 0.0 0.00
H -4.006395 -2.210189 1.847633 0.0 0.1 0.1 0.00
H -6.114965 -2.167071 3.603375 0.0 0.0 0.0 0.00
H -5.596467 0.060345 5.133157 0.0 0.0 0.0 0.00
C 3.314034 -3.226300 -0.700731 0.1 0.0 0.1 0.00
C 4.483719 -2.631995 -0.245849 -0.2 0.1 -0.1 0.02
C 4.448963 -1.300030 0.119028 0.1 0.0 0.0 0.00
C 3.254070 -0.593220 0.030843 0.0 0.0 -0.1 0.02
N 2.109355 -1.190152 -0.361634 1.7 -1.4 -0.2 0.00
C 2.156419 -2.471822 -0.736038 0.1 -0.1 -0.2 0.02
C 3.067720 0.832084 0.273252 -0.3 0.3 0.0 0.00
C 4.080625 1.739647 0.589221 0.1 -0.2 0.0 0.00
C 3.780492 3.083909 0.688365 0.0 0.0 0.0 0.01
C 2.471987 3.512524 0.475009 0.0 0.0 0.1 0.00
C 1.476522 2.599512 0.174618 0.0 0.0 0.2 0.00
C 1.740419 1.231031 0.068585 0.8 1.0 0.5 -0.03
H 3.293822 -4.259610 -1.018866 0.0 0.0 0.0 0.00
H 5.406605 -3.196462 -0.198167 0.0 0.0 0.0 0.00
H 5.346471 -0.797979 0.453868 0.0 0.0 0.0 0.00
H 1.223106 -2.890079 -1.090723 0.0 0.1 0.0 0.00
H 5.102897 1.404391 0.732855 0.0 0.0 0.0 0.00
H 4.558777 3.804668 0.908959 0.0 0.0 0.0 0.00
H 2.236985 4.569208 0.546292 0.0 0.0 0.0 0.00
H 0.466362 2.964837 0.013931 0.0 0.0 0.0 0.00

=====

(2)
80
Properties=species:S:1:pos:R:3:forces:R:3:mulliken_charge:R:1 method="wB97M-V/def2-TZVPD" fmax_ev_per_a=1.9 orbital_gap_ev=4.82
Bi 0.548074 -0.437199 -0.333358 0.2 1.8 -0.4 1.76
O -3.550353 -6.162040 0.521999 -0.3 -0.5 -0.8 -0.70
C -2.969371 -5.657699 1.472409 0.7 0.6 -0.2 0.26
O -3.139118 -5.682006 2.683715 0.1 -0.1 0.9 -0.70
C -1.836565 -4.622098 1.026566 -0.8 0.4 -0.1 -0.99
C -1.215923 -3.808445 1.966059 0.2 0.0 -0.2 -0.73
C -0.569445 -2.651821 1.559404 -0.3 -1.0 -1.1 0.38
N -0.484138 -2.336002 0.243053 -0.6 -0.7 0.3 0.84
C -1.056628 -3.128886 -0.697694 0.0 -0.4 1.4 -0.11
C -1.766428 -4.257208 -0.314035 0.5 0.0 0.1 -0.81
C -0.981835 -2.677842 -2.077796 -0.2 0.3 -1.5 0.95
C -1.607202 -3.348348 -3.138698 0.2 0.0 0.5 -1.15
C -1.675694 -2.740783 -4.373803 0.3 0.4 -0.1 -0.48
C -1.111032 -1.477371 -4.547370 -0.2 -0.4 0.0 -0.99
C -0.434266 -0.918104 -3.484247 0.0 0.0 -0.3 -0.05
N -0.355599 -1.513109 -2.302857 -0.4 -0.8 0.2 0.23
C -0.013100 -1.696597 2.495905 0.4 1.1 1.1 0.72
C -0.182176 -1.796480 3.882602 0.0 -0.2 -0.5 -1.06
C 0.256767 -0.777064 4.695345 0.4 0.5 -0.3 -0.69
C 0.887570 0.330341 4.119243 -0.3 -0.4 0.3 -0.82
C 1.034671 0.364192 2.749766 0.0 0.2 0.2 -0.11
N 0.601648 -0.620465 1.972451 -0.3 -0.7 0.4 0.64
H -1.287496 -4.091343 3.003597 -0.2 0.0 0.1 0.65
H -2.295524 -4.886521 -1.013335 -0.1 0.0 0.0 0.61
H -2.034527 -4.327248 -2.996560 -0.1 0.0 0.1 0.48
H -2.168610 -3.237593 -5.196614 -0.1 0.0 0.0 0.44
H -1.196100 -0.952701 -5.484515 0.1 0.1 -0.1 0.48
H 0.052062 0.041210 -3.561288 0.1 0.2 -0.1 0.43
H -0.675913 -2.651950 4.310443 -0.1 -0.1 0.0 0.47
H 0.104835 -0.831409 5.762987 0.0 0.0 0.1 0.46
H 1.239852 1.142895 4.731636 0.0 0.1 0.0 0.50
H 1.490934 1.199655 2.240045 0.1 0.0 0.0 0.13
S 5.039807 1.324490 -1.065195 -0.5 0.0 0.2 -0.30
C 4.167817 2.797412 -0.734492 -0.3 -0.3 0.2 0.43
C 4.523883 4.111043 -1.001026 0.0 0.0 0.0 -0.58
C 3.661025 5.109695 -0.592808 0.1 0.0 0.0 -0.55
C 2.478015 4.810988 0.084248 -0.1 0.0 0.0 -0.59
C 2.093071 3.506820 0.307441 0.2 -0.1 0.0 -0.02
C 2.936916 2.482461 -0.115959 0.7 1.0 -0.3 -0.57
N 2.711530 1.146707 0.035288 -0.4 -0.7 0.3 0.14
C 3.691160 0.419672 -0.386243 0.6 0.7 -0.2 0.07
C 3.684184 -1.026061 -0.323158 0.2 -0.9 0.0 0.81
C 4.885985 -1.730864 -0.243447 -0.1 0.2 0.0 -0.90
C 4.873245 -3.106826 -0.130624 0.0 -0.1 0.0 -0.82
C 3.665891 -3.785967 -0.127070 0.0 -0.1 0.0 -1.02
C 2.471659 -3.087321 -0.230733 0.2 -0.1 0.0 -0.36
C 2.461997 -1.707264 -0.312046 -0.1 0.2 0.0 0.34
H 5.441595 4.348039 -1.518797 0.1 0.0 0.0 0.43
H 3.910770 6.138292 -0.804150 0.0 0.1 0.0 0.40
H 1.851642 5.614870 0.438706 -0.1 0.1 -0.1 0.44
H 1.156689 3.262386 0.782276 -0.2 0.0 0.1 0.36
H 5.821433 -1.190083 -0.236690 0.1 0.0 0.0 0.43
H 5.801068 -3.649813 -0.035245 0.1 0.0 0.0 0.39
H 3.645179 -4.860184 -0.030298 0.1 -0.2 0.0 0.47
H 1.544105 -3.638969 -0.242896 -0.1 -0.1 0.0 0.47
C -1.412394 4.583520 -0.906418 0.0 -0.6 -0.1 -1.50
Si -1.332880 2.720489 -1.374341 -0.5 0.1 -0.4 0.46
C -2.729822 2.358486 -2.638493 0.5 0.3 0.4 -1.24
C 0.301852 2.542715 -2.369137 -0.4 0.1 0.4 -0.51
N -1.434020 1.591456 -0.111925 1.3 0.2 -1.0 0.27
C -2.359919 1.477217 0.853504 -0.4 -0.2 0.4 -0.27
C -3.174257 2.533015 1.323559 0.2 -0.1 -0.1 -0.48
C -4.062124 2.352793 2.359780 -0.1 -0.1 0.2 -0.70
C -4.207499 1.111681 2.965437 -0.2 0.0 0.2 -0.80
C -3.456174 0.044233 2.492965 -0.1 0.0 0.2 -0.42
C -2.553050 0.220829 1.470606 -0.2 0.3 0.0 0.33
H -0.807250 5.204679 -1.560941 0.1 0.1 -0.2 0.40
H -1.044991 4.723450 0.106429 0.1 0.0 0.2 0.36
H -2.431203 4.962520 -0.937603 -0.2 0.0 0.0 0.45
H -2.537986 2.793998 -3.615138 0.0 0.2 -0.2 0.39
H -3.674413 2.748934 -2.271618 -0.2 0.0 0.1 0.29
H -2.842843 1.283977 -2.762681 0.0 -0.2 0.0 0.29
H 0.091652 2.648673 -3.428570 -0.1 0.0 -0.3 0.53
H 0.817306 1.598169 -2.233109 0.2 -0.2 0.0 -0.37
H 0.999166 3.330672 -2.109879 0.2 0.1 0.1 0.30
H -3.091569 3.493139 0.843076 0.0 0.2 0.0 0.20
H -4.664271 3.184269 2.701420 0.0 0.1 0.0 0.40
H -4.912855 0.974449 3.772356 0.0 0.0 0.0 0.37
H -3.596284 -0.938750 2.921250 0.0 -0.1 0.1 0.47
H -2.012211 -0.624097 1.077332 0.0 -0.1 -0.1 0.24

=====

(3)
95
Properties=species:S:1:pos:R:3:forces:R:3:lowdin_spin:R:1 method="wB97M-V/def2-TZVPD" fmax_ev_per_a=0.6 orbital_gap_ev="2.78 / 5.74" spin_multiplicity=2 charge=-2 e_above_lowest_kcal_mol=39.99
Hg -0.545954 -0.163631 -0.218128 -0.2 -0.4 0.4 0.01
O -1.294238 -2.336630 -4.197042 0.0 0.0 0.1 0.02
C -1.723639 -3.533772 -3.722228 0.0 0.0 0.0 0.04
C -1.980376 -4.540756 -4.643051 0.0 0.0 0.0 0.00
C -2.428463 -5.791213 -4.230905 0.0 0.0 0.0 0.07
C -2.621634 -6.031522 -2.874145 0.0 0.0 0.0 0.00
C -2.367413 -5.032790 -1.949716 0.0 0.0 0.0 0.06
C -1.914772 -3.759936 -2.335319 0.0 0.0 0.0 0.01
C -1.666484 -2.714988 -1.347661 0.0 0.0 0.0 0.15
O -1.183156 -1.550375 -1.778352 0.0 0.1 -0.2 0.08
N -1.944385 -2.979190 -0.087150 0.0 0.0 0.1 -0.07
N -1.705982 -1.979115 0.772147 0.0 0.1 -0.1 0.09
C -1.792384 -2.302055 2.053695 0.0 0.0 0.0 0.28
S -2.005293 -1.105902 3.315822 0.0 0.0 0.0 0.09
C -1.298688 -2.252551 4.523468 0.1 0.0 0.0 0.03
C -2.026357 -3.580008 4.343493 0.0 0.0 0.0 0.01
S -2.165560 -3.964740 2.560374 0.0 0.0 0.0 0.10
H -1.141829 -1.769041 -3.388923 -0.1 -0.1 0.0 0.00
H -1.818588 -4.317501 -5.691589 0.0 0.0 0.0 0.00
H -2.621503 -6.566649 -4.963815 0.0 0.0 0.0 0.01
H -2.967936 -7.001279 -2.534368 0.0 0.0 0.0 0.00
H -2.512450 -5.205518 -0.891459 0.0 0.0 0.0 0.00
H -1.435421 -1.847413 5.527983 0.0 0.0 0.0 0.00
H -0.233499 -2.366118 4.314896 -0.1 0.0 0.0 0.00
H -3.029542 -3.515550 4.766013 0.0 0.0 0.0 0.00
H -1.486532 -4.393202 4.834525 0.0 0.0 0.0 0.00
Cl 1.940355 -2.012590 0.249913 0.0 0.0 0.0 0.00
C 1.913501 -1.637220 1.941601 0.0 0.0 0.0 0.00
C 2.414965 -2.616736 2.785906 0.0 0.0 0.0 0.00
C 2.529011 -2.379097 4.142918 0.0 0.0 0.0 0.00
C 2.124796 -1.154730 4.648871 0.0 0.0 0.0 0.00
C 1.592546 -0.203519 3.797676 0.0 0.0 0.0 0.00
Cl 1.085690 1.295360 4.527771 0.0 0.0 0.0 0.00
C 1.457044 -0.391297 2.409150 -0.1 0.0 0.0 0.00
S 0.827433 0.924872 1.440200 0.2 0.1 -0.2 0.01
H 2.721701 -3.560187 2.355928 0.0 0.0 0.0 0.00
H 2.922748 -3.142623 4.801279 0.0 0.0 0.0 0.00
H 2.193089 -0.932653 5.705126 0.0 0.0 0.0 0.00
O 2.745114 -1.426047 -2.894951 0.0 0.0 0.0 0.00
S 2.471701 -0.010856 -2.518942 0.1 0.0 0.1 0.00
C 4.018386 0.872370 -2.818881 0.0 0.0 0.0 0.00
C 4.969714 0.260769 -3.618440 0.0 0.0 0.0 0.00
C 6.178453 0.902180 -3.843049 0.0 0.0 0.0 0.00
C 6.426733 2.140300 -3.261596 0.0 0.0 0.0 0.00
C 5.470135 2.730158 -2.447260 0.0 0.0 0.0 0.00
C 4.257646 2.095248 -2.209367 0.0 -0.1 0.0 0.00
C 1.539957 0.704013 -3.880928 0.0 0.0 0.0 0.00
C 1.335948 2.075280 -3.965205 0.0 0.0 0.0 0.00
C 0.521962 2.565609 -4.970938 0.0 0.0 0.0 0.00
C -0.102043 1.691807 -5.856732 0.0 0.0 0.0 0.00
C 0.093012 0.324759 -5.740765 0.0 0.0 0.0 0.00
C 0.926220 -0.178884 -4.748755 0.0 0.0 0.0 0.00
H 4.746583 -0.712810 -4.037090 0.0 0.0 0.0 0.00
H 6.930366 0.434836 -4.467639 0.0 0.0 0.0 0.00
H 7.372830 2.639325 -3.435012 0.0 0.0 0.0 0.00
H 5.670628 3.687813 -1.982124 0.0 0.0 0.0 0.00
H 3.508495 2.541762 -1.564725 0.0 0.0 0.0 0.00
H 1.759410 2.743672 -3.225696 0.0 0.0 0.0 0.00
H 0.338555 3.631003 -5.038117 0.0 0.0 0.0 0.00
H -0.767824 2.081364 -6.617541 0.0 0.0 0.0 0.00
H -0.426714 -0.365753 -6.392557 0.0 0.0 0.0 0.00
H 1.062555 -1.244458 -4.616838 0.0 0.0 0.0 0.00
C 0.482725 6.013104 1.238469 0.0 0.0 0.1 0.00
N 1.287546 5.378005 0.220441 0.0 0.0 -0.1 0.00
C 0.975027 4.161116 -0.354055 -0.1 -0.1 0.2 0.00
N -0.269503 3.702894 -0.121122 -0.2 0.2 0.0 0.00
O 1.789108 3.571357 -1.056837 0.2 0.2 -0.2 0.00
H 0.989219 6.917004 1.573780 0.0 0.0 0.0 0.00
H 0.315343 5.373194 2.111502 0.0 0.0 0.0 0.00
H -0.490021 6.307388 0.837945 0.0 0.0 0.0 0.00
H 2.268334 5.587409 0.175992 0.0 0.0 0.0 0.00
H -0.813544 4.009509 0.666696 0.0 0.0 0.1 0.00
H -0.513092 2.777102 -0.438003 0.1 0.0 -0.1 0.00
N -4.781684 4.014612 -3.170568 0.0 0.0 0.0 0.00
C -3.802453 3.277435 -2.535864 0.1 0.0 0.0 0.00
N -3.851244 3.198087 -1.209461 -0.1 -0.1 0.0 0.00
N -2.874324 2.765129 -3.313623 -0.1 -0.1 0.1 0.00
C -1.950533 2.029089 -2.715196 0.0 0.1 0.0 0.00
N -1.129991 1.379326 -2.225067 0.0 0.1 0.0 0.00
H -5.683343 4.027028 -2.723959 0.0 0.0 0.0 0.00
H -4.812861 3.828266 -4.159850 0.0 0.0 0.0 0.00
H -4.646044 3.579773 -0.727939 0.0 0.0 0.0 0.00
H -3.182651 2.631911 -0.628178 0.1 0.0 0.0 0.00
F -5.553906 1.800022 4.983598 0.0 0.0 0.0 0.00
C -4.758178 1.824679 3.891481 0.0 0.0 0.0 0.00
C -3.759803 2.772413 3.770747 0.0 0.0 0.0 0.00
F -3.584012 3.682507 4.749245 0.0 0.0 0.0 0.00
C -2.956435 2.796513 2.650063 0.0 0.0 0.1 0.00
F -2.006605 3.761872 2.577246 0.0 0.0 0.0 0.00
C -3.071605 1.872514 1.589356 0.1 0.0 0.1 0.00
O -2.300027 1.906693 0.559536 -0.2 0.0 -0.2 0.00
C -4.121334 0.939565 1.750138 -0.1 0.0 0.0 0.00
F -4.340934 0.041987 0.779784 0.0 0.0 0.0 0.00
C -4.933072 0.910923 2.866891 0.0 0.0 0.0 0.00
F -5.909315 -0.004218 2.968564 0.0 0.0 0.0 0.00